Record 1
ORCA calculation (ωB97M-V/def2-TZVPD) on 9 unconnected molecules or ions with the total composition C39H76I2NO16.

Charge: +1
Highest occupied orbital energy in eV: -11.348
ΔE to the lowest compared entry with this formula, charge and spin in kJ/mol: 0.0
LUMO in eV: -2.9

CARTESIAN COORDINATES (ANGSTROEM)
C -1.696 -4.855 0.246
C -0.669 -4.019 -0.455
I 0.899 -5.159 -1.382
C -0.676 -2.717 -0.515
I -2.235 -1.568 0.356
C 0.446 -1.924 -1.186
C 0.303 -0.391 -1.303
C 1.370 0.404 -0.428
C 2.183 -0.705 0.315
N 1.568 -2.017 -0.122
H -1.287 -5.113 1.230
H -1.926 -5.785 -0.273
H -2.633 -4.328 0.413
H 0.870 -2.353 -2.087
H 0.649 -0.167 -2.314
H -0.668 0.069 -1.122
H 0.910 1.129 0.233
H 2.020 0.895 -1.147
H 3.252 -0.735 0.148
H 1.835 -0.596 1.339
H 1.054 -2.288 0.719
H 2.247 -2.776 -0.214
O 2.629 3.640 -1.593
C 2.522 3.845 -2.774
O 1.469 3.334 -3.434
C 1.152 3.646 -4.799
C 1.955 2.790 -5.755
C 3.589 4.587 -3.543
H 1.272 4.713 -4.993
H 0.090 3.431 -4.912
H 3.015 2.967 -5.654
H 1.670 2.996 -6.788
H 1.785 1.734 -5.550
H 4.404 3.900 -3.771
H 3.965 5.391 -2.914
H 3.238 5.045 -4.463
O -8.155 2.137 1.001
C -7.585 1.396 0.251
O -6.283 1.105 0.483
C -5.541 0.118 -0.234
C -5.000 0.662 -1.539
C -8.256 0.850 -0.984
H -6.133 -0.788 -0.382
H -4.723 -0.156 0.441
H -5.807 0.959 -2.210
H -4.389 -0.089 -2.044
H -4.390 1.543 -1.358
H -8.225 1.603 -1.769
H -9.294 0.630 -0.741
H -7.820 -0.073 -1.357
O 3.321 -0.543 3.389
C 3.792 -1.645 3.316
O 3.069 -2.618 2.709
C 3.567 -3.925 2.400
C 3.468 -4.870 3.578
C 5.116 -1.986 3.946
H 4.579 -3.870 1.995
H 2.926 -4.269 1.594
H 4.078 -4.533 4.414
H 3.795 -5.871 3.295
H 2.439 -4.924 3.934
H 4.967 -2.164 5.011
H 5.789 -1.141 3.812
H 5.610 -2.848 3.501
O -8.659 0.734 -4.080
C -8.073 -0.007 -4.819
O -6.777 -0.292 -4.575
C -6.029 -1.279 -5.290
C -5.473 -0.725 -6.586
C -8.732 -0.558 -6.061
H -6.625 -2.180 -5.443
H -5.206 -1.558 -4.633
H -6.266 -0.413 -7.265
H -4.862 -1.474 -7.092
H -4.858 0.154 -6.388
H -8.696 0.198 -6.844
H -9.771 -0.780 -5.825
H -8.289 -1.481 -6.429
O -2.338 1.662 -0.415
C -2.238 2.393 0.542
O -1.257 2.172 1.427
C -0.944 3.061 2.514
C -1.834 2.808 3.713
C -3.247 3.483 0.798
H -0.972 4.099 2.181
H 0.091 2.848 2.778
H -2.884 2.988 3.484
H -1.548 3.453 4.543
H -1.756 1.769 4.034
H -4.131 3.045 1.264
H -3.527 3.921 -0.157
H -2.876 4.294 1.419
O -3.817 0.516 5.227
C -4.397 -0.498 4.952
O -4.233 -1.586 5.727
C -4.994 -2.788 5.584
C -4.414 -3.689 4.513
C -5.239 -0.601 3.701
H -6.048 -2.561 5.414
H -4.937 -3.290 6.549
H -4.433 -3.213 3.531
H -4.974 -4.623 4.453
H -3.371 -3.918 4.737
H -4.578 -0.779 2.855
H -5.759 0.344 3.556
H -6.003 -1.375 3.735
O 4.519 1.719 -6.316
C 4.998 0.948 -5.528
O 6.326 0.953 -5.329
C 6.989 0.201 -4.308
C 7.250 -1.225 -4.748
C 4.150 -0.084 -4.818
H 6.438 0.255 -3.367
H 7.939 0.706 -4.140
H 6.323 -1.763 -4.948
H 7.804 -1.768 -3.980
H 7.829 -1.235 -5.671
H 3.985 -0.927 -5.488
H 3.193 0.370 -4.571
H 4.579 -0.443 -3.884
O 7.539 0.206 4.072
C 7.575 1.064 4.917
O 8.578 1.068 5.805
C 8.811 2.123 6.746
C 7.959 1.960 7.988
C 6.465 2.081 5.043
H 8.680 3.098 6.273
H 9.863 2.048 7.017
H 6.894 2.007 7.756
H 8.188 2.740 8.714
H 8.143 0.988 8.447
H 5.633 1.631 5.582
H 6.137 2.354 4.042
H 6.760 3.003 5.539

Mulliken population analysis, charges in e, atoms 1 to 2: -1.25, 0.86

=====

Record 2
ORCA calculation (ωB97M-V/def2-TZVPD) on 2 unconnected molecules or ions with the total composition C10H15NO2.

Charge: 0
Highest occupied orbital energy in eV: -8.409
Structure (SMILES): Cc1ccc(O)cc1.CCC(N)=O
ΔE to the lowest compared entry with this formula, charge and spin in kJ/mol: 201.1
LUMO in eV: 0.6

CARTESIAN COORDINATES (ANGSTROEM)
C -2.377 -0.182 -0.808
C -1.404 0.549 0.028
C -1.041 0.166 1.348
C -0.473 1.111 2.155
C -0.041 2.332 1.671
O 0.622 3.278 2.343
C -0.046 2.586 0.239
C -0.826 1.718 -0.494
H -2.491 0.298 -1.782
H -3.383 0.008 -0.492
H -2.251 -1.272 -0.920
H -1.347 -0.789 1.612
H -0.460 1.000 3.261
H 1.090 2.872 3.131
H 0.442 3.558 -0.035
H -1.091 2.072 -1.485
C 0.732 -3.056 -0.141
C 1.443 -1.669 -0.127
C 1.611 -1.200 -1.592
N 1.472 0.257 -1.769
O 1.812 -1.760 -2.649
H -0.319 -3.084 -0.338
H 0.932 -3.607 0.796
H 1.231 -3.764 -0.847
H 0.871 -1.152 0.460
H 2.476 -1.751 0.143
H 1.479 0.659 -2.684
H 1.335 0.821 -1.026

Mulliken population analysis, charges in e, atoms 1 to 2: -1.47, 1.09

=====

Record 3
ORCA calculation (ωB97M-V/def2-TZVPD) on 2 unconnected molecules or ions with the total composition C9H13NO.

Charge: 0
Highest occupied orbital energy in eV: -9.143
Structure (SMILES): CNC(C)=O.c1ccccc1
ΔE to the lowest compared entry with this formula, charge and spin in kJ/mol: 292.8
LUMO in eV: 0.8

CARTESIAN COORDINATES (ANGSTROEM)
C -4.267 0.707 -0.422
N -3.074 -0.017 -0.832
C -2.105 -0.309 0.079
C -0.893 -1.085 -0.270
O -2.154 0.066 1.237
H -4.346 0.885 0.650
H -4.397 1.616 -1.001
H -5.097 0.104 -0.639
H -2.996 -0.460 -1.782
H -0.895 -1.583 -1.328
H -0.955 -2.004 0.287
H 0.101 -0.571 -0.133
C 1.506 -0.194 1.090
C 1.642 1.120 0.665
C 2.730 1.482 -0.250
C 3.407 0.521 -0.852
C 3.122 -0.861 -0.502
C 2.086 -1.304 0.396
H 0.623 -0.219 1.833
H 1.038 1.780 1.296
H 3.018 2.629 -0.528
H 4.278 0.765 -1.527
H 3.625 -1.526 -1.164
H 1.380 -2.284 0.361

Mulliken population analysis, charges in e, atoms 1 to 2: -0.93, -0.22

=====

Record 4
ORCA calculation (ωB97M-V/def2-TZVPD) on 2 unconnected molecules or ions with the total composition C6H13O2.

Charge: -1
Highest occupied orbital energy in eV: -3.996
ΔE to the lowest compared entry with this formula, charge and spin in kJ/mol: 190.8
LUMO in eV: 3.7

CARTESIAN COORDINATES (ANGSTROEM)
C 1.110 -0.538 0.895
C 0.766 -0.964 -0.538
C 1.334 -1.910 1.631
C 2.182 0.529 1.354
H 0.065 -0.202 1.402
H 0.029 -1.671 -0.430
H 2.220 -2.342 1.220
H 1.591 -1.742 2.698
H 0.465 -2.603 1.546
H 1.767 1.233 2.097
H 3.152 0.117 1.606
H 2.420 1.048 0.453
H 1.604 -1.439 -1.059
H 0.363 0.044 -1.020
C -3.339 1.561 -1.991
C -1.962 1.388 -1.275
O -1.834 0.263 -0.644
O -1.071 2.265 -1.555
H -3.919 1.601 -1.062
H -3.762 0.879 -2.659
H -3.180 2.484 -2.669

Mulliken population analysis, charges in e, atoms 1 to 2: 0.84, -1.28

=====

Record 5
ORCA calculation (ωB97M-V/def2-TZVPD) on 2 unconnected molecules or ions with the total composition H2N5O2.

Charge: -1
Highest occupied orbital energy (alpha / beta) in eV: -1.673 / -1.673
ΔE to the lowest compared entry with this formula, charge and spin in kJ/mol: 131.6
LUMO (alpha / beta) in eV: 4.1 / 4.1

CARTESIAN COORDINATES (ANGSTROEM)
N -2.636 -0.743 -1.003
N 0.187 -0.955 0.276
N 1.031 0.054 0.265
N -2.331 -0.038 -0.198
N 2.105 0.304 -0.460
O -2.249 0.641 0.727
O 2.707 1.362 -0.156
H 0.411 -1.367 -0.613
H 0.775 0.741 1.161

Mulliken population analysis, charges in e, atoms 1 to 2: -0.32, -0.87

=====

Record 6
ORCA calculation (ωB97M-V/def2-TZVPD) on a molecular structure, C39H47N5O2P2Pd.

Charge: +2
Highest occupied orbital energy (alpha / beta) in eV: -12.832 / -12.832
LUMO (alpha / beta) in eV: -6.7 / -6.7

CARTESIAN COORDINATES (ANGSTROEM)
Pd -0.608 -0.054 0.307
N 0.864 -0.323 2.262
C 0.989 -1.761 2.554
C 2.191 -1.936 3.505
C 2.535 -3.290 4.157
C 1.418 -4.323 4.295
N 1.261 -4.947 3.000
C 0.595 -6.017 2.626
N -0.094 -6.792 3.469
N 0.612 -6.303 1.321
C 0.968 -2.500 1.164
O 1.742 -3.438 0.950
O 0.071 -2.129 0.372
H 1.757 0.009 1.889
H 0.661 0.205 3.110
H 0.061 -2.077 3.052
H 2.010 -1.221 4.314
H 3.087 -1.600 2.977
H 2.932 -3.076 5.151
H 3.336 -3.762 3.587
H 0.478 -3.871 4.631
H 1.723 -5.068 5.035
H 1.679 -4.400 2.219
H -0.053 -6.654 4.464
H -0.521 -7.643 3.143
H 1.105 -5.678 0.700
H 0.167 -7.116 0.935
C -1.682 3.670 -0.081
C -1.810 3.112 1.337
P -2.138 1.306 1.376
C -2.525 0.845 3.086
C -2.853 1.718 4.116
C -3.194 1.208 5.358
C -3.234 -0.161 5.565
C -2.919 -1.035 4.532
C -2.550 -0.534 3.300
C -3.712 0.973 0.525
C -3.780 -0.198 -0.231
C -4.943 -0.529 -0.898
C -6.046 0.308 -0.809
C -5.993 1.453 -0.032
C -4.831 1.787 0.644
C -0.619 2.957 -0.930
P -1.321 1.435 -1.726
C 0.149 0.655 -2.483
C 1.395 1.265 -3.143
C 2.088 0.589 -4.350
C 2.404 -1.930 -4.830
C 1.833 -2.530 -3.788
C 0.266 -0.818 -2.467
C -2.184 2.035 -3.216
C -2.618 1.037 -4.087
C -3.227 1.372 -5.279
C -3.431 2.705 -5.601
C -3.027 3.697 -4.723
C -2.416 3.370 -3.524
H -1.427 4.729 -0.001
H -2.653 3.599 -0.581
H -2.600 3.650 1.868
H -0.874 3.260 1.891
H -2.846 2.786 3.963
H -3.446 1.881 6.162
H -3.512 -0.551 6.532
H -2.963 -2.102 4.691
H -2.272 -1.196 2.478
H -2.897 -0.856 -0.290
H -4.991 -1.436 -1.482
H -6.945 0.059 -1.348
H -6.865 2.082 0.053
H -4.800 2.675 1.256
H 0.220 2.640 -0.293
H -0.231 3.626 -1.702
H 1.356 2.345 -3.257
H 2.151 1.272 -5.200
H 3.228 -2.189 -5.467
H 2.024 -3.432 -3.242
H -0.550 -1.346 -1.961
H -2.460 0.000 -3.822
H -3.543 0.596 -5.958
H -3.909 2.971 -6.531
H -3.183 4.735 -4.971
H -2.114 4.160 -2.854
C 4.633 0.099 -4.687
C 3.460 0.249 -3.791
C 3.433 0.153 -2.459
C 2.178 0.737 -1.927
N 0.986 -0.048 -1.461
C 0.710 -1.530 -3.705
C 1.462 -0.740 -4.817
H 5.071 1.088 -4.832
H 4.359 -0.274 -5.670
H 5.387 -0.545 -4.244
H 4.245 -0.153 -1.824
H 2.363 1.472 -1.135
H -0.207 -1.964 -4.122
H 0.878 -0.593 -5.726

Mulliken population analysis, charges in e, atoms 1 to 2: 0.22, -0.22

=====

Record 7
ORCA calculation (ωB97M-V/def2-TZVPD) on C6H12O in the gas phase.

Charge: 0
Highest occupied orbital energy in eV: -7.965
ΔE to the lowest compared entry with this formula, charge and spin in kJ/mol: 451.0
LUMO in eV: 0.8

CARTESIAN COORDINATES (ANGSTROEM)
C -2.685 0.285 -0.300
C -1.281 0.583 0.219
C -0.367 -0.645 0.234
C 0.991 -0.376 0.864
C 2.272 -0.992 0.358
C 2.079 0.397 0.201
O 1.895 0.469 -1.488
H -2.656 -0.117 -1.320
H -3.183 -0.460 0.332
H -3.309 1.185 -0.311
H -1.343 0.994 1.236
H -0.820 1.378 -0.389
H -0.236 -1.040 -0.785
H -0.856 -1.455 0.793
H 0.891 -0.115 1.927
H 2.046 -0.586 -1.270
H 3.040 -1.460 0.963
H 2.565 1.334 0.446
H 0.958 0.621 -1.712

Mulliken population analysis, charges in e, atoms 1 to 2: -1.26, -0.14

=====

Record 8
ORCA calculation (ωB97M-V/def2-TZVPD) on a molecular structure, C43H60BiBrCl2FN3O6PSe.

Charge: -1
Highest occupied orbital energy in eV: -4.867
ΔE to the lowest compared entry with this formula, charge and spin in kJ/mol: 45.3
LUMO in eV: 1.8

CARTESIAN COORDINATES (ANGSTROEM)
Bi 1.338 0.192 -0.875
C -6.627 0.187 -2.420
C -5.908 0.355 -1.075
C -6.190 1.764 -0.554
C -6.478 -0.653 -0.067
C -4.412 0.106 -1.259
C -3.445 1.041 -0.948
C -2.104 0.753 -1.163
Se -0.778 1.994 -0.583
C -0.983 1.627 1.278
C -1.834 2.444 2.002
C -2.073 2.193 3.344
C -1.358 1.140 3.907
C -0.472 0.313 3.223
C -0.314 0.513 1.824
O 0.375 -0.322 1.070
C 0.278 -0.731 4.077
C 1.095 0.021 5.141
C -0.737 -1.652 4.769
C 1.262 -1.615 3.308
C -3.067 2.996 4.183
C -4.112 2.045 4.783
C -3.804 4.040 3.346
C -2.328 3.715 5.319
C -1.653 -0.453 -1.708
O -0.388 -0.660 -2.001
C -2.634 -1.453 -1.962
C -3.964 -1.131 -1.746
C -2.207 -2.858 -2.400
C -1.292 -3.462 -1.322
C -1.452 -2.807 -3.738
C -3.409 -3.787 -2.575
H -7.695 0.400 -2.313
H -6.522 -0.830 -2.803
H -6.211 0.870 -3.164
H -7.269 1.915 -0.473
H -5.790 2.527 -1.226
H -5.754 1.919 0.436
H -7.544 -0.467 0.100
H -5.958 -0.570 0.890
H -6.365 -1.679 -0.422
H -3.707 2.004 -0.529
H -2.306 3.273 1.493
H -1.490 0.953 4.969
H 0.456 0.580 5.828
H 1.774 0.730 4.663
H 1.691 -0.686 5.727
H -1.403 -1.107 5.440
H -0.211 -2.409 5.359
H -1.352 -2.164 4.026
H 2.030 -1.019 2.818
H 0.773 -2.203 2.534
H 1.744 -2.292 4.024
H -4.626 1.494 3.993
H -4.855 2.608 5.356
H -3.652 1.316 5.453
H -4.346 3.577 2.518
H -3.116 4.780 2.930
H -4.528 4.569 3.971
H -1.794 3.006 5.954
H -3.033 4.268 5.948
H -1.598 4.419 4.916
H -4.710 -1.885 -1.960
H -0.368 -2.894 -1.212
H -1.025 -4.488 -1.599
H -1.810 -3.488 -0.358
H -0.550 -2.206 -3.651
H -2.088 -2.382 -4.521
H -1.169 -3.820 -4.039
H -3.975 -3.900 -1.648
H -3.047 -4.776 -2.866
H -4.088 -3.438 -3.358
F 1.814 -2.256 -1.274
Cl -1.087 1.970 -6.202
C -0.894 1.910 -4.431
Cl -1.686 3.279 -3.622
H 0.162 1.952 -4.185
H -1.353 0.998 -4.067
O 3.973 1.015 0.701
C 3.216 1.968 0.961
O 2.056 2.155 0.498
H 3.601 2.775 1.613
Br 3.153 1.522 -6.283
C 3.893 2.844 -5.140
C 4.647 3.860 -5.709
C 5.191 4.842 -4.893
C 4.956 4.813 -3.524
C 4.183 3.802 -2.977
C 3.652 2.794 -3.777
C 2.906 1.661 -3.106
O 3.484 0.569 -3.001
O 1.756 1.954 -2.667
H 4.802 3.879 -6.779
H 5.792 5.629 -5.330
H 5.373 5.580 -2.884
H 3.973 3.779 -1.914
C 6.574 -2.090 0.000
N 5.637 -2.298 -1.182
C 5.331 -3.783 -1.342
N 4.863 -4.359 -0.130
C 5.814 -4.106 0.949
N 6.055 -2.688 1.179
C 4.804 -2.005 1.625
P 3.332 -2.062 0.424
C 4.371 -1.508 -1.006
C 3.495 -3.902 0.220
H 6.667 -1.012 0.125
H 7.533 -2.531 -0.279
H 6.100 -1.970 -2.030
H 6.264 -4.254 -1.661
H 4.574 -3.856 -2.122
H 6.764 -4.591 0.702
H 5.421 -4.545 1.864
H 5.031 -0.960 1.845
H 4.497 -2.478 2.562
H 4.648 -0.466 -0.844
H 3.800 -1.579 -1.927
H 2.789 -4.239 -0.537
H 3.230 -4.370 1.170

Mulliken population analysis, charges in e, atoms 1 to 2: 3.50, -1.71

=====

For the records above, the corresponding max |F| values read 2.3 7.5 5.3 5.3 5.3 2.8 0.3 0.7 eV Å⁻¹.